(1)
2 unconnected molecules or ions with the total composition C6H10N3 at a distorted geometry, computed with ωB97M-V/def2-TZVPD.

Atoms and positions in Å:
C: -0.958 0.102 2.202
C: -2.204 -0.265 1.820
C: -0.996 -0.379 -0.029
C: -0.123 -0.558 -1.168
C: 1.293 -0.311 -0.515
C: 2.051 0.685 -1.475
N: -0.247 0.065 1.035
N: -2.232 -0.561 0.465
N: 1.017 0.269 0.814
H: -0.683 0.191 3.147
H: -3.007 -0.374 2.568
H: -0.242 -1.472 -1.585
H: -0.283 0.057 -2.051
H: 1.932 -1.249 -0.430
H: 2.641 0.168 -2.397
H: 2.792 1.191 -0.956
H: 1.326 1.500 -1.748
H: -3.018 -1.003 -0.120
H: 0.942 1.941 0.424

As for the spin multiplicity: 1. For the HOMO energy (spin up / spin down), the calculation gives -0.4887 / -0.4887 Eh. The net charge is +1. The calculated total energy is -398.4780 Ha. For the molecular weight, the calculation gives 124.17 g mol⁻¹. The value obtained for the orbital gap (spin up / spin down) is 8.51 / 8.51 eV. For the strongest force on any atom, the calculation gives 6.16 eV Å⁻¹.

The natural (NBO) scheme yields these atomic charges, measured in e: number 1, C, carries -0.0414; number 2, C, carries -0.0362; number 3, C, carries 0.4235; number 4, C, carries -0.4934; number 5, C, carries -0.0761; number 6, C, carries -0.6143; number 7, N, carries -0.1476; number 8, N, carries -0.4671; number 9, N, carries -0.2555; number 10, H, carries 0.2535; number 11, H, carries 0.2668; number 12, H, carries 0.2632; number 13, H, carries 0.2693; number 14, H, carries 0.2501; number 15, H, carries 0.2555; number 16, H, carries 0.2328; number 17, H, carries 0.2142; number 18, H, carries 0.4745; number 19, H, carries 0.2283


(2)
A single C21H29FN4O4 molecule, computed with ωB97M-V/def2-TZVPD.

Atoms and positions in Å:
C: 3.681 1.621 4.987
C: 2.260 1.339 4.523
O: 2.084 -0.025 4.155
C: 2.520 -0.367 2.915
O: 2.941 0.443 2.113
N: 2.430 -1.688 2.689
C: 1.793 -2.624 3.587
C: 0.358 -2.913 3.119
C: 0.247 -2.806 1.588
N: -0.184 -1.473 1.217
C: -1.063 -1.252 0.211
O: -1.652 -2.141 -0.366
C: -1.320 0.220 -0.069
C: -0.442 0.737 -1.245
C: 1.008 0.499 -0.847
O: 1.521 -0.600 -0.954
N: 1.643 1.527 -0.262
C: 1.261 2.912 -0.383
C: -0.245 3.046 -0.590
N: -0.670 2.120 -1.619
C: -2.017 2.408 -2.094
C: -2.429 1.464 -3.190
C: -1.636 1.294 -4.319
C: -2.004 0.415 -5.320
C: -3.179 -0.312 -5.214
C: -3.989 -0.157 -4.104
C: -3.601 0.724 -3.112
F: -4.405 0.872 -2.033
C: 1.580 -3.176 0.927
C: 2.700 -2.225 1.367
H: 4.376 1.457 4.167
H: 3.945 0.963 5.812
H: 3.760 2.654 5.316
H: 2.011 1.975 3.666
H: 1.542 1.506 5.328
H: 1.801 -2.220 4.598
H: 2.388 -3.542 3.571
H: 0.068 -3.912 3.446
H: -0.334 -2.200 3.569
H: -0.538 -3.471 1.214
H: 0.405 -0.713 1.518
H: -2.369 0.319 -0.349
H: -1.125 0.806 0.831
H: -0.651 0.105 -2.114
H: 2.554 1.323 0.132
H: 1.781 3.360 -1.240
H: 1.566 3.445 0.521
H: -0.775 2.888 0.365
H: -0.467 4.062 -0.925
H: -1.997 3.428 -2.496
H: -2.759 2.385 -1.281
H: -0.717 1.855 -4.389
H: -1.372 0.294 -6.187
H: -3.465 -1.001 -5.993
H: -4.907 -0.711 -3.990
H: 1.817 -4.208 1.189
H: 1.471 -3.106 -0.154
H: 2.773 -1.391 0.668
H: 3.662 -2.751 1.383

As for the spin multiplicity: 1. As for the structure (SMILES): CCOC(=O)N1CCC(NC(=O)C[C@@H]2C(=O)NCCN2Cc2ccccc2F)CC1. For the HOMO energy, the calculation gives -0.3229 Eh. The calculated total energy is -1437.5470 Ha. For the molecular weight, the calculation gives 420.48 g mol⁻¹. The value obtained for the orbital gap is 9.43 eV. For the strongest force on any atom, the calculation gives 0.57 eV Å⁻¹.

The natural (NBO) scheme yields these atomic charges, measured in e: number 1, C, carries -0.6359; number 2, C, carries -0.0653; number 3, O, carries -0.5294; number 4, C, carries 0.8934; number 5, O, carries -0.6987; number 6, N, carries -0.4480; number 7, C, carries -0.2188; number 8, C, carries -0.4214; number 9, C, carries -0.0447; number 10, N, carries -0.6297; number 11, C, carries 0.7045; number 12, O, carries -0.6272; number 13, C, carries -0.5211; number 14, C, carries -0.1326; number 15, C, carries 0.6857; number 16, O, carries -0.6429; number 17, N, carries -0.6173; number 18, C, carries -0.2109; number 19, C, carries -0.2222; number 20, N, carries -0.4390; number 21, C, carries -0.2360; number 22, C, carries -0.1424; number 23, C, carries -0.1769; number 24, C, carries -0.2226; number 25, C, carries -0.1889; number 26, C, carries -0.2936; number 27, C, carries 0.4657; number 28, F, carries -0.3393; number 29, C, carries -0.4330; number 30, C, carries -0.2399; number 31, H, carries 0.2238; number 32, H, carries 0.2098; number 33, H, carries 0.2147; number 34, H, carries 0.1924; number 35, H, carries 0.1876; number 36, H, carries 0.2346; number 37, H, carries 0.1932; number 38, H, carries 0.2147; number 39, H, carries 0.2166; number 40, H, carries 0.2444; number 41, H, carries 0.3924; number 42, H, carries 0.2430; number 43, H, carries 0.2071; number 44, H, carries 0.2485; number 45, H, carries 0.4342; number 46, H, carries 0.1873; number 47, H, carries 0.2036; number 48, H, carries 0.1677; number 49, H, carries 0.2109; number 50, H, carries 0.2124; number 51, H, carries 0.1921; number 52, H, carries 0.2236; number 53, H, carries 0.2164; number 54, H, carries 0.2178; number 55, H, carries 0.2300; number 56, H, carries 0.2010; number 57, H, carries 0.2503; number 58, H, carries 0.2661; number 59, H, carries 0.1921


(3)
A molecular structure, Cl5Hf2O20 at a distorted geometry, computed with ωB97M-V/def2-TZVPD.

Atoms and positions in Å:
Hf: -0.468 2.884 -0.444
Hf: -0.295 -2.369 1.819
Cl: 0.218 2.931 -3.067
O: 0.731 1.706 -3.726
O: 0.985 3.198 -1.773
O: 0.211 4.123 -3.882
O: -1.048 2.736 -2.398
Cl: 2.202 1.206 1.183
O: 2.926 1.596 2.473
O: 1.485 -0.093 1.220
O: 1.260 2.416 0.820
O: 3.216 1.112 0.062
Cl: -1.241 1.014 2.287
O: -0.021 1.437 2.970
O: -2.330 1.044 3.256
O: -1.474 1.803 1.011
O: -1.054 -0.437 1.818
Cl: -0.857 -4.618 0.454
O: -1.241 -5.655 1.420
O: -1.722 -3.454 0.690
O: 0.518 -4.155 0.825
O: -0.868 -5.153 -0.921
Cl: -0.233 -0.664 -1.247
O: -1.613 -0.823 -1.769
O: -0.101 -1.703 -0.102
O: 0.898 -0.836 -2.247
O: -0.082 0.757 -0.733

As for the spin multiplicity: 1. For the HOMO energy, the calculation gives -0.7513 Eh. The net charge is +3. The calculated total energy is -3899.1206 Ha. For the molecular weight, the calculation gives 854.23 g mol⁻¹. The value obtained for the orbital gap is 6.32 eV. For the strongest force on any atom, the calculation gives 12.58 eV Å⁻¹.

The Mulliken scheme yields these atomic charges, measured in e: number 1, Hf, carries 1.5650; number 2, Hf, carries 1.6491; number 3, Cl, carries 1.6317; number 4, O, carries -0.3816; number 5, O, carries -0.3757; number 6, O, carries -0.3899; number 7, O, carries -0.4804; number 8, Cl, carries 1.4428; number 9, O, carries -0.4748; number 10, O, carries -0.4374; number 11, O, carries -0.6542; number 12, O, carries -0.4753; number 13, Cl, carries 1.7506; number 14, O, carries -0.4360; number 15, O, carries -0.4467; number 16, O, carries -0.7713; number 17, O, carries -0.5713; number 18, Cl, carries 1.7033; number 19, O, carries -0.4252; number 20, O, carries -0.3741; number 21, O, carries -0.5121; number 22, O, carries -0.4024; number 23, Cl, carries 1.6294; number 24, O, carries -0.4649; number 25, O, carries -0.1358; number 26, O, carries -0.3971; number 27, O, carries 0.2345


(4)
2 unconnected molecules or ions with the total composition C2H7N at a distorted geometry, computed with ωB97M-V/def2-TZVPD.

Atoms and positions in Å:
N: 2.759 -0.724 -3.879
H: 3.327 -0.530 -3.075
H: 3.072 -0.204 -4.589
H: 2.889 -1.750 -3.992
C: -2.280 0.854 2.203
C: -1.258 0.096 2.609
H: -2.751 1.524 2.948
H: -2.813 0.922 1.246
H: -1.147 0.036 3.720
H: -0.665 -0.625 2.032

As for the spin multiplicity: 2. For the HOMO energy (spin up / spin down), the calculation gives -0.4385 / -0.4385 Eh. The net charge is +1. The calculated total energy is -134.7194 Ha. For the molecular weight, the calculation gives 45.09 g mol⁻¹. The value obtained for the orbital gap (spin up / spin down) is 5.58 / 1.29 eV. As for the expectation value of S²: 0.752. For the strongest force on any atom, the calculation gives 5.51 eV Å⁻¹.

The natural (NBO) scheme yields these atomic charges, measured in e: number 1, N, carries -1.0644; number 2, H, carries 0.3474; number 3, H, carries 0.3550; number 4, H, carries 0.3621; number 5, C, carries 0.0046; number 6, C, carries 0.0000; number 7, H, carries 0.2371; number 8, H, carries 0.2569; number 9, H, carries 0.2459; number 10, H, carries 0.2554


(5)
13 unconnected molecules or ions with the total composition H26O13 at a distorted geometry, computed with ωB97M-V/def2-TZVPD.

Atoms and positions in Å:
H: -0.594 0.697 0.338
H: -0.098 -0.599 -0.280
H: -1.440 -2.652 1.270
H: -0.853 -1.333 1.745
H: -0.245 3.182 0.732
H: 0.950 2.463 0.128
H: 2.531 -0.837 2.391
H: 2.715 0.618 2.787
H: -2.019 -1.807 -1.736
H: -2.545 -1.072 -0.514
H: 1.051 0.523 -3.446
H: 2.493 0.203 -3.089
H: -5.287 1.094 2.253
H: -4.753 0.059 1.277
H: 3.352 0.030 0.296
H: 3.117 0.092 -1.204
H: -2.579 3.127 -0.351
H: -1.962 3.328 1.023
H: 0.484 -3.118 -0.947
H: 0.300 -3.968 0.300
H: 3.614 -1.905 -0.520
H: 4.056 -2.916 0.525
H: 3.049 2.209 -0.995
H: 2.726 3.691 -1.080
H: -5.324 -1.123 -0.867
H: -4.020 -0.387 -1.129
O: 0.127 0.059 0.387
O: -0.665 -2.087 1.175
O: 0.687 3.304 0.517
O: 2.723 -0.275 3.150
O: -1.726 -1.347 -0.941
O: 1.676 0.548 -2.712
O: -4.468 0.766 1.866
O: 3.802 -0.082 -0.549
O: -1.885 2.790 0.227
O: -0.196 -3.524 -0.397
O: 3.530 -2.116 0.417
O: 2.570 2.910 -0.538
O: -4.891 -0.548 -1.509

As for the spin multiplicity: 1. For the HOMO energy, the calculation gives -0.3544 Eh. The calculated total energy is -993.5786 Ha. For the molecular weight, the calculation gives 234.19 g mol⁻¹. The value obtained for the orbital gap is 9.39 eV. For the strongest force on any atom, the calculation gives 2.74 eV Å⁻¹.

The natural (NBO) scheme yields these atomic charges, measured in e: number 1, H, carries 0.4711; number 2, H, carries 0.4996; number 3, H, carries 0.4547; number 4, H, carries 0.4693; number 5, H, carries 0.4472; number 6, H, carries 0.4917; number 7, H, carries 0.4803; number 8, H, carries 0.4687; number 9, H, carries 0.4797; number 10, H, carries 0.4485; number 11, H, carries 0.4832; number 12, H, carries 0.4643; number 13, H, carries 0.4729; number 14, H, carries 0.4571; number 15, H, carries 0.4937; number 16, H, carries 0.4672; number 17, H, carries 0.4851; number 18, H, carries 0.4767; number 19, H, carries 0.4656; number 20, H, carries 0.4748; number 21, H, carries 0.4855; number 22, H, carries 0.4644; number 23, H, carries 0.4653; number 24, H, carries 0.4748; number 25, H, carries 0.4644; number 26, H, carries 0.4524; number 27, O, carries -0.9768; number 28, O, carries -0.9327; number 29, O, carries -0.9625; number 30, O, carries -0.9476; number 31, O, carries -0.9202; number 32, O, carries -0.9438; number 33, O, carries -0.9305; number 34, O, carries -0.9500; number 35, O, carries -0.9465; number 36, O, carries -0.9335; number 37, O, carries -0.9619; number 38, O, carries -0.9350; number 39, O, carries -0.9173


(6)
A single C5H15FN3P molecule at a distorted geometry, computed with ωB97M-V/def2-TZVPD.

Atoms and positions in Å:
C: 2.958 -0.943 0.746
N: 2.819 0.109 -0.266
C: 1.514 0.007 -0.981
N: 0.408 0.333 -0.165
C: 0.618 1.584 0.598
P: -0.602 -0.849 0.665
F: -0.256 -1.991 -0.450
N: -2.154 -0.522 0.125
C: -2.205 0.057 -1.188
C: -3.186 -0.125 1.013
H: 2.099 -0.968 1.383
H: 3.950 -0.730 1.211
H: 2.985 -1.958 0.378
H: 3.526 -0.169 -0.936
H: 1.371 -0.967 -1.407
H: 1.605 0.679 -1.955
H: 1.311 1.684 1.341
H: 0.870 2.261 -0.159
H: -0.368 1.972 0.990
H: -1.239 -0.204 -1.737
H: -3.173 -0.384 -1.605
H: -2.192 1.258 -1.188
H: -3.226 0.971 1.151
H: -4.085 -0.480 0.503
H: -3.349 -0.626 1.934

As for the spin multiplicity: 1. As for the structure (SMILES): CNCN(C)P(F)N(C)C. For the HOMO energy, the calculation gives -0.3097 Eh. The calculated total energy is -804.9661 Ha. For the molecular weight, the calculation gives 167.17 g mol⁻¹. The value obtained for the orbital gap is 9.37 eV. For the strongest force on any atom, the calculation gives 4.30 eV Å⁻¹.

The natural (NBO) scheme yields these atomic charges, measured in e: number 1, C, carries -0.4326; number 2, N, carries -0.6314; number 3, C, carries -0.0526; number 4, N, carries -0.7923; number 5, C, carries -0.4147; number 6, P, carries 1.4649; number 7, F, carries -0.6005; number 8, N, carries -0.7728; number 9, C, carries -0.4255; number 10, C, carries -0.4162; number 11, H, carries 0.1941; number 12, H, carries 0.2036; number 13, H, carries 0.1692; number 14, H, carries 0.3500; number 15, H, carries 0.1933; number 16, H, carries 0.1636; number 17, H, carries 0.1959; number 18, H, carries 0.2035; number 19, H, carries 0.1872; number 20, H, carries 0.2353; number 21, H, carries 0.2022; number 22, H, carries 0.1796; number 23, H, carries 0.1783; number 24, H, carries 0.1946; number 25, H, carries 0.2233